Entry 1:
Density functional theory data (the ωB97M-V functional and the def2-TZVPD basis) for a structure of composition C45H36N6O4ReSe2 at a distorted geometry.

Each line ends with the Mulliken spin population.
Element x y z (Å)
Re -0.191 -0.478 -0.047  2.36
Se 1.448 -2.618 2.282  0.02
Se 2.802 -3.032 0.485  0.00
O -1.136 -1.149 1.875  0.04
O -0.645 1.212 1.182  0.11
O -4.759 -3.419 -2.069  0.00
O -2.069 -0.888 -0.873  0.09
N 0.302 -2.540 -0.926  0.10
N 1.654 -0.008 1.261  0.02
N -1.415 -0.243 2.736  -0.02
N -1.132 0.931 2.381  0.06
N -1.195 2.097 -0.985  0.12
N -4.660 -1.585 -0.017  0.01
C -3.035 2.507 0.503  -0.03
C -5.225 -4.498 -2.880  0.00
C -2.628 -0.715 -2.052  0.02
C -1.090 4.359 3.751  0.00
C -2.333 -4.193 1.198  0.00
C 2.998 1.747 2.154  0.00
C -1.898 -0.647 -3.254  0.02
C -1.592 4.150 5.025  0.00
C 1.699 2.188 -3.095  -0.04
C -4.669 4.196 -0.055  0.00
C -3.892 -0.138 -4.518  0.01
C 2.189 1.218 1.170  0.00
C -2.339 2.762 -0.700  0.02
C -3.238 -4.897 -0.920  0.00
C -0.542 2.334 -2.091  0.04
C -2.876 3.720 -1.599  0.00
C 2.724 -0.281 3.381  -0.01
C 2.941 1.608 -3.274  0.06
C -2.436 -5.134 0.185  0.00
C -2.188 3.924 -2.816  0.00
C -0.637 -3.035 -1.764  -0.02
C 3.231 0.423 -2.620  -0.04
C 1.485 -3.191 -0.917  0.01
C -0.956 3.299 2.869  0.01
C -0.392 -4.001 -2.710  -0.01
C -2.515 -0.380 -4.454  -0.01
C -4.047 -0.586 -2.145  0.00
C 2.285 -0.139 -1.780  0.00
C -3.047 -3.012 1.106  0.01
C -4.636 -0.226 -3.372  0.00
C -3.832 -2.747 -0.007  -0.01
C 1.815 -4.143 -1.873  -0.01
C -4.152 3.229 0.829  0.00
C 0.890 -4.518 -2.826  0.01
C -3.938 -3.702 -1.042  0.00
C 0.733 1.618 -2.263  -0.03
C -1.841 1.803 4.558  0.00
C 1.950 -0.753 2.336  0.03
C -1.972 2.874 5.423  0.00
C -1.325 2.027 3.285  0.00
C 3.257 0.995 3.290  0.01
C -4.055 4.417 -1.257  0.00
C -4.889 -0.771 -1.019  0.00
C -1.035 3.245 -3.063  0.01
C 1.019 0.419 -1.558  0.05
H -4.440 -4.863 -3.543  0.00
H -0.569 3.448 1.871  0.00
H 3.424 2.732 2.032  0.00
H -0.797 5.352 3.439  0.00
H -1.907 -6.074 0.265  0.00
H 2.929 -0.920 4.227  0.00
H -6.035 -4.088 -3.477  0.00
H -5.606 -5.316 -2.266  0.00
H -4.360 0.099 -5.463  0.00
H 1.942 1.784 0.283  0.01
H -4.653 3.057 1.774  0.00
H 4.192 -0.056 -2.751  0.00
H 3.889 1.381 4.079  0.00
H -5.711 -0.086 -3.407  0.00
H -1.200 -4.333 -3.345  0.00
H -5.802 -0.188 -0.957  0.00
H -1.632 -2.642 -1.655  0.01
H 1.142 -5.236 -3.594  0.00
H 3.678 2.087 -3.904  0.00
H -1.720 -4.387 2.067  0.00
H -2.368 2.710 6.416  0.00
H 2.558 -1.057 -1.276  -0.01
H -1.688 4.980 5.711  0.00
H -1.922 -0.341 -5.359  0.00
H 1.493 3.136 -3.572  0.00
H -2.673 1.725 1.154  0.01
H -2.989 -2.276 1.898  0.00
H -5.552 4.759 0.217  0.00
H -0.826 -0.793 -3.206  0.00
H -5.242 -1.481 0.804  0.00
H 2.798 -4.594 -1.838  0.00
H -0.508 3.387 -3.994  0.00
H -3.342 -5.659 -1.681  0.00
H -2.585 4.621 -3.543  0.00
H -4.457 5.130 -1.967  0.00
H -2.126 0.808 4.864  0.00

The value obtained for the HOMO energy (spin up / spin down) is -0.4722 / -0.4736 Eh. For the orbital gap (spin up / spin down), the calculation gives 7.18 / 6.65 eV. Its charge is +2. The energy above the lowest of the compared OMol25 structures with the same formula, charge and spin is 19.4 kcal per mole. Its multiplicity is 4. As for the LUMO energy (spin up / spin down): -5.6679 / -6.2402 eV.

Entry 2:
Density functional theory data (the ωB97M-V functional and the def2-TZVPD basis) for a structure of composition C45H37N2P2STl at a distorted geometry.

Each line ends with the Mulliken charge.
Element x y z (Å)
Tl -1.421 1.664 0.208  1.40
S -2.100 3.618 4.774  -0.20
P 1.848 0.482 -0.465  0.89
P -1.428 -1.452 -0.291  0.31
N -0.939 2.250 2.814  -0.17
N 1.072 -1.958 -1.637  0.65
C -3.660 -2.388 1.151  -0.63
C 3.045 0.509 0.869  0.84
C -2.255 -2.419 1.015  0.68
C -4.099 -3.014 -3.668  -0.44
C -3.165 6.005 0.163  -0.43
C -0.011 0.622 6.617  -0.37
C 3.606 -0.654 1.484  -0.40
C -2.747 4.717 -0.208  -0.56
C 0.882 -2.164 -3.028  -0.50
C 2.569 3.448 -3.203  -0.47
C -2.527 -3.511 -1.891  -0.51
C -2.235 -4.249 2.634  -0.51
C -0.595 1.609 4.005  -0.50
C 2.267 -1.249 -1.290  -1.45
C 5.301 0.747 2.568  -0.76
C 0.196 -2.492 -0.627  -1.23
C 4.628 2.227 -2.900  -0.53
C -2.299 5.634 2.362  -0.73
C 1.120 -3.465 -3.547  -0.23
C 4.581 1.867 2.102  -0.50
C -2.037 4.286 2.056  0.53
C -3.133 -1.216 -2.431  -0.07
C 0.306 -0.120 5.475  -0.75
C -3.414 -3.963 -2.875  -0.79
C 0.818 -1.323 -5.295  -0.65
C -3.623 -4.304 2.666  -0.61
C 3.919 3.273 -3.488  -0.48
C -1.519 -3.290 1.879  -0.35
C -2.424 -2.118 -1.683  0.41
C 4.763 -0.505 2.265  -0.63
C 4.078 1.404 -1.965  -0.34
C -2.911 6.482 1.437  -0.70
C -1.582 3.380 3.095  0.43
C 0.990 -2.639 -5.856  -0.54
C 3.525 1.789 1.226  -0.95
C -4.319 -3.328 1.959  -0.43
C 0.136 0.422 4.193  -0.18
C -2.195 3.870 0.717  -0.39
C 2.693 1.546 -1.658  0.20
C 0.667 -1.116 -3.939  0.12
C 1.061 -3.720 -4.921  -0.75
C -1.063 2.304 5.193  0.63
C 1.959 2.615 -2.247  -0.27
C -4.005 -1.668 -3.425  -0.61
C -0.739 1.826 6.484  -0.64
H -2.082 6.026 3.323  0.45
H 4.745 0.630 -1.548  0.40
H 0.753 -2.549 0.303  0.30
H -1.098 2.307 7.372  0.38
H -5.399 -3.236 2.092  0.37
H 4.454 3.982 -4.195  0.28
H -2.939 -0.164 -2.320  0.37
H 0.706 -0.482 -5.977  0.39
H 5.331 -1.374 2.610  0.35
H -4.284 -1.693 0.544  0.30
H 0.903 2.747 -1.916  0.15
H 3.184 -1.651 1.363  0.31
H -2.780 4.406 -1.241  0.35
H 6.131 0.842 3.221  0.44
H 1.257 -4.244 -2.817  0.42
H -1.638 -4.884 3.281  0.36
H 0.562 -0.131 3.371  0.48
H 0.812 -1.067 5.626  0.40
H -3.599 6.634 -0.596  0.37
H -0.048 -3.531 -0.864  0.42
H 4.895 2.848 2.457  0.38
H -4.546 -0.970 -4.038  0.45
H 0.263 0.294 7.622  0.37
H 5.659 2.114 -3.250  0.37
H -3.156 7.539 1.661  0.33
H -3.577 -5.019 -2.999  0.45
H 0.228 -0.166 -3.614  0.43
H 2.966 2.630 0.869  0.50
H -4.708 -3.392 -4.524  0.32
H 1.935 4.163 -3.743  0.39
H -4.138 -5.002 3.333  0.36
H 1.113 -2.793 -6.925  0.41
H -0.431 -3.212 1.994  0.30
H -2.043 -4.228 -1.217  0.27
H 2.882 -1.854 -0.647  0.66
H 2.826 -1.060 -2.230  0.51
H 1.279 -4.730 -5.255  0.39

The value obtained for the HOMO energy is -0.2175 Eh. For the orbital gap, the calculation gives 6.01 eV. The energy above the lowest of the compared OMol25 structures with the same formula, charge and spin is 0.0 kcal per mole. Its multiplicity is 1. As for the LUMO energy: 0.0955 eV.

- Which of these has the lowest multiplicity?
  C45H37N2P2STl

- Among the records above, which one has the highest energy above the lowest of the compared OMol25 structures with the same formula, charge and spin?
  C45H36N6O4ReSe2

- What is the multiplicity in the second record?
  1